[1]
The following is a quantum chemistry calculation of a cluster of 2 separate species, C7H13N2OP in total, from the Open Molecules 2025 dataset.

Element x y z (Å)
C1 -5.4158 0.2113 -1.5532
C2 -4.3269 -0.1861 -1.2473
C3 3.3523 -2.0762 -0.3559
C4 3.3660 -0.9692 0.2755
C5 -3.1084 -0.6027 -0.5864
C6 -2.0495 1.5082 -0.8534
C7 0.3392 0.7920 2.0931
N1 -2.1124 0.1437 -0.4248
N2 0.3819 0.5067 0.6608
O1 -0.5623 -1.9029 0.6629
P1 -0.2180 -0.7676 -0.2284
H1 -6.1745 0.2796 -2.2894
H2 4.1613 -2.3746 -1.0003
H3 2.4556 -2.6501 -0.4127
H4 2.6682 -0.7823 1.0573
H5 4.2662 -0.3810 0.0958
H6 -2.9709 -1.6149 -0.3450
H7 -2.4158 2.1021 0.0217
H8 -0.9366 1.6252 -1.2812
H9 -2.7761 1.6383 -1.7326
H10 -0.5644 0.2698 2.4029
H11 1.2491 0.3149 2.6570
H12 0.4115 1.8788 2.3178
H13 1.2540 0.9449 0.2166

- E_HOMO: -8.24 eV
- Energy above the lowest of the compared OMol25 structures with the same formula, charge and spin: 0.724 eV
- Calculated total energy: -800.479000 a.u.

***

[2]
The following is a quantum chemistry calculation of a cluster of 2 separate species, C31H31NO5 in total, from the Open Molecules 2025 dataset.

Element x y z (Å)
C1 -5.8540 -4.1164 0.8437
O1 -5.1998 -2.8796 1.2027
C2 -4.0644 -2.5516 0.5291
C3 -3.4992 -1.2870 0.8193
C4 -2.4146 -0.8503 0.0904
C5 -1.8537 -1.6558 -0.9033
C6 -0.6425 -1.1347 -1.6580
C7 0.6368 -1.4898 -1.0608
C8 1.1390 -2.8240 -1.4210
O2 0.8341 -3.3935 -2.4569
O3 1.9790 -3.4790 -0.5491
C9 2.1017 -2.9936 0.7969
C10 0.9251 -3.4171 1.6720
C11 3.4253 -3.5526 1.3221
O4 2.1969 -1.5446 0.7543
C12 1.0143 -1.0163 0.2304
O5 0.3436 -0.2393 0.8984
C13 -2.3657 -2.9258 -1.1584
C14 -3.4658 -3.3875 -0.4471
H1 -6.7324 -4.1458 1.4869
H2 -6.1523 -4.1144 -0.2150
H3 -5.1993 -4.9764 1.0447
H4 -3.9370 -0.6664 1.5957
H5 -1.9633 0.1174 0.3022
H6 -0.6377 -1.5252 -2.6835
H7 -0.6875 -0.0479 -1.6281
H8 -0.0352 -3.0663 1.2643
H9 0.9042 -4.5105 1.7478
H10 1.0621 -2.9945 2.6765
H11 4.2290 -3.2979 0.6274
H12 3.6499 -3.1448 2.3098
H13 3.3489 -4.6418 1.3907
H14 -1.8863 -3.5533 -1.9141
H15 -3.8692 -4.3795 -0.6543
C15 -2.1821 3.2785 -1.1058
C16 -1.0659 3.0555 -0.1731
N1 -1.0845 3.5498 1.0909
C17 -2.1752 4.3247 1.6618
C18 0.1126 3.2558 1.7485
C19 0.9303 2.5344 0.8434
C20 2.1648 2.0760 1.2815
C21 2.5533 2.3242 2.6041
C22 1.7095 3.0067 3.5006
C23 0.4719 3.5050 3.0678
C24 0.1695 2.3798 -0.3949
C25 0.5493 1.6926 -1.5580
C26 1.8980 1.6881 -2.0636
C27 2.8409 2.6992 -1.7346
C28 4.1133 2.7030 -2.2964
C29 4.4771 1.7114 -3.2182
C30 3.5500 0.7249 -3.5840
C31 2.2809 0.7141 -3.0191
H16 -1.8669 2.9526 -2.0999
H17 -3.0783 2.7019 -0.8251
H18 -2.4573 4.3431 -1.1659
H19 -1.9623 4.5000 2.7183
H20 -2.2844 5.2941 1.1551
H21 -3.1235 3.7809 1.5685
H22 2.8087 1.5355 0.5922
H23 3.5286 1.9735 2.9451
H24 2.0234 3.1434 4.5370
H25 -0.2028 4.0582 3.7207
H26 -0.2368 1.5693 -2.3159
H27 2.5467 3.4976 -1.0503
H28 4.8202 3.4866 -2.0156
H29 5.4735 1.7149 -3.6580
H30 3.8144 -0.0374 -4.3185
H31 1.5530 -0.0521 -3.2944

- E_HOMO: -6.29 eV
- Energy above the lowest of the compared OMol25 structures with the same formula, charge and spin: 0.978 eV
- Calculated total energy: -1630.778748 a.u.

***

[3]
The following is a quantum chemistry calculation of a structure of composition C11H30ClFINO6S5, from the Open Molecules 2025 dataset.

Element x y z (Å)
C1 5.8846 -6.4915 -0.5650
C2 4.8145 -5.2789 -0.1384
Cl1 4.9697 -4.9799 1.7217
C3 3.3213 -5.8586 -0.5247
N1 2.2159 -5.3912 0.4035
I1 1.6978 -3.4097 0.0331
S1 0.8587 -6.4636 0.0377
O1 -0.5138 -5.7465 -0.0024
O2 0.9263 -7.6444 1.0547
F1 1.0567 -7.1965 -1.5379
H1 6.9400 -6.0843 -0.8649
H2 5.3641 -7.0328 -1.4872
H3 5.9114 -7.2062 0.3898
H4 5.0673 -4.2832 -0.7304
H5 3.1433 -5.5674 -1.6619
H6 3.3823 -7.0440 -0.3969
C4 -0.3185 1.6643 0.8790
S2 0.2275 -0.0580 0.7770
O3 0.3083 -0.4190 -0.6768
C5 -1.2983 -0.7759 1.4314
H7 0.4735 2.3034 0.4817
H8 -1.2270 1.8041 0.2887
H9 -0.5046 1.9269 1.9228
H10 -2.1466 -0.4855 0.8071
H11 -1.4524 -0.4335 2.4573
H12 -1.2001 -1.8643 1.4251
C6 -2.6305 3.1454 -2.3265
S3 -2.6216 4.4215 -1.0435
O4 -3.2705 3.8374 0.1765
C7 -3.8361 5.4975 -1.8428
H13 -1.9601 2.3395 -2.0190
H14 -3.6404 2.7482 -2.4519
H15 -2.2748 3.5713 -3.2674
H16 -4.7718 4.9553 -1.9982
H17 -3.4410 5.8467 -2.7996
H18 -4.0192 6.3566 -1.1928
C8 4.5163 2.2262 -2.1149
S4 3.8032 0.5642 -2.0509
O5 4.8746 -0.4012 -2.4641
C9 2.6946 0.7830 -3.4632
H19 5.2753 2.3084 -1.3333
H20 4.9799 2.3969 -3.0892
H21 3.7331 2.9664 -1.9366
H22 3.2704 1.0429 -4.3546
H23 1.9707 1.5705 -3.2408
H24 2.1639 -0.1565 -3.6363
C10 -5.3745 2.2937 4.4603
S5 -4.2866 3.5407 3.7278
O6 -3.3333 3.9891 4.7957
C11 -5.5554 4.8189 3.5601
H25 -4.7804 1.4055 4.6875
H26 -5.8174 2.6786 5.3816
H27 -6.1593 2.0302 3.7476
H28 -5.9873 5.0482 4.5371
H29 -6.3344 4.4729 2.8768
H30 -5.0893 5.7185 3.1503

- E_HOMO: -8.86 eV
- Calculated total energy: -3791.720730 a.u.